No. 1
A structure of composition C13H18Cl2N2O4S, computed with the ωB97M-V functional and the def2-TZVPD basis.

Values from the calculation:
Largest force on an atom: 19.08 eV/A
DFT total energy: -2234.65460 hartree

Structure (ORCA input):
```
! wB97M-V def2-TZVPD RIJCOSX def2/J DEFGRID3
* xyz 0 1
Cl -6.17162 1.63046 -0.63166
Cl -7.20587 -1.52550 -0.81207
S -1.26583 -0.52006 0.87724
O -3.11751 1.43172 -0.02248
O -1.20468 0.28777 2.00634
O -0.50861 -1.92287 0.87254
O 5.67038 -0.74163 -0.69850
N 3.09805 0.49077 0.06589
N -0.52984 0.42156 -0.66145
C -3.44041 -2.01072 0.07684
C 3.32488 -0.96478 0.48711
C -3.76065 0.28112 0.14392
C 1.59293 0.84019 0.25041
C 5.28830 0.38381 -1.02195
C -4.80851 -2.19451 -0.19975
C -3.35583 2.36810 1.39604
C 0.71158 0.08157 -1.01581
C 3.80849 0.92013 -1.25245
C 4.90021 -0.98631 0.23852
C -5.11609 0.37709 -0.20332
C -3.00153 -0.87878 0.46686
C -5.53256 -1.16120 -0.32227
H 0.81989 0.58372 -1.84338
H -2.76272 -2.87622 0.24508
H 1.35529 0.49846 1.36181
H -2.90582 3.36636 1.09183
H -4.31364 2.47936 1.51750
H 2.84407 -1.35804 1.24046
H -2.78836 1.91545 2.12221
H 0.86931 -0.95270 -0.88819
H 5.20901 -0.66614 1.30732
H 5.20775 -2.15763 0.67870
H 3.48070 1.77237 -1.32211
H 5.58541 1.21535 -0.34323
H 3.10160 -1.49008 -0.45528
H 3.48245 0.10550 -2.00784
H -0.92086 1.33716 -0.43023
H 5.83648 0.90093 -1.98802
H -5.15353 -3.12216 -0.14533
H 1.67769 1.84039 -0.18131
*
```



No. 2
A cluster of 2 separate species, C13H18ClI2N3O5S in total, computed with the ωB97M-V functional and the def2-TZVPD basis.

Values from the calculation:
Largest force on an atom: 5.12 eV/A
DFT total energy: -2499.79882 hartree

Structure (ORCA input):
```
! wB97M-V def2-TZVPD RIJCOSX def2/J DEFGRID3
* xyz 0 1
I -1.17396 0.43381 5.01940
I -5.24597 0.70336 0.12845
Cl -5.43955 4.39018 -1.36857
S 1.03403 -0.74886 2.79496
O -5.42885 5.55000 -2.23032
O -4.14542 3.73470 -1.42065
O -6.46428 3.46393 -1.81241
O 4.49467 0.16137 -1.64022
O -5.71711 4.79861 -0.00738
N -3.36346 -2.95877 -1.21169
N 2.91427 -0.42585 0.11885
N -0.49798 -0.42619 2.01024
C 1.64728 -0.31061 -0.67291
C 5.00121 -1.79896 0.74903
C 4.12547 2.01978 -0.09608
C 0.48394 -1.33316 -0.24722
C -2.38901 -0.59577 -1.61843
C -2.09880 -0.35248 -0.05092
C -3.25879 0.23972 0.83731
C -2.96504 0.48818 2.35074
C -2.53009 -2.18745 -1.87372
C -0.70615 -0.68882 0.59744
C -1.55406 0.12621 2.87466
C 3.53637 -1.78103 0.02589
C 3.86626 0.50331 -0.58592
H 3.82561 2.15756 0.99558
H 3.40510 2.66560 -0.73562
H -1.80916 -2.63413 -2.65649
H 0.83372 -2.26450 0.31080
H -1.52254 -0.12427 -2.22564
H -3.88366 -2.32986 -0.56932
H 5.16488 -2.89385 1.08008
H 5.17699 2.39528 -0.34863
H 0.00896 -1.71515 -1.23170
H 4.92955 -1.17461 1.70207
H 5.81678 -1.46404 0.02163
H 1.33338 -2.10055 2.67914
H 1.23656 0.75612 -0.47413
H -3.78304 0.88439 3.03429
H 1.92919 -0.33381 -1.78165
H 3.61753 -2.16669 -1.06535
H -3.33968 -0.05806 -1.98361
H 2.93483 -2.60465 0.57799
*
```



No. 3
The molecule C13H18ClNO, computed with the ωB97M-V functional and the def2-TZVPD basis.

Values from the calculation:
Largest force on an atom: 18.87 eV/A
SMILES: Clc1ccccc1OCCN1CCCCC1
DFT total energy: -1095.91800 hartree

Structure (ORCA input):
```
! wB97M-V def2-TZVPD RIJCOSX def2/J DEFGRID3
* xyz 0 1
Cl 1.17845 -0.25824 -4.17146
O 0.74114 1.31992 -2.09773
N -0.36078 0.35511 0.53413
C 2.26067 0.41077 -0.54374
C -0.55091 0.82377 1.83523
C 3.38074 -1.62153 -1.20960
C -2.45203 -0.93598 2.19527
C 1.83638 -0.46429 -2.58274
C 0.14540 2.13903 -1.13632
C 2.78133 -1.55928 -2.29584
C -2.59338 -1.18114 0.48913
C -2.09928 0.38797 2.38159
C -1.08883 1.51593 -0.40755
C -0.90175 -1.04068 0.08640
C 1.67977 0.65736 -1.79755
C 2.96193 -0.74349 -0.36273
H -1.78630 1.17352 -1.30093
H -0.89655 -1.33920 -0.90786
H -2.75687 1.11147 2.10504
H -1.66659 -1.56464 2.64952
H -1.94154 0.73903 3.54867
H -0.17756 3.20247 -1.69618
H -3.54427 -1.15480 2.40225
H 0.08580 0.11466 2.33986
H 0.83164 2.68336 -0.31790
H 3.57685 -0.88037 0.66166
H -3.01380 -0.52075 0.17063
H -2.54341 -2.08394 0.40697
H -0.39732 1.85588 2.00710
H -0.34436 -1.60804 0.69465
H -1.55848 2.13185 0.26522
H 2.97668 -2.16733 -3.35207
H 2.07817 0.92240 0.39356
H 4.15904 -2.42082 -0.98666
*
```



No. 4
A cluster of 2 separate species, C13H18F3IO2S2 in total, computed with the ωB97M-V functional and the def2-TZVPD basis.

Values from the calculation:
Largest force on an atom: 3.94 eV/A
SMILES: CC(C)(OSC(F)(F)F)c1ccccc1I.C=S(C)(C)=O
DFT total energy: -2050.07499 hartree

Structure (ORCA input):
```
! wB97M-V def2-TZVPD RIJCOSX def2/J DEFGRID3
* xyz 0 1
I 1.96986 -1.73588 4.10933
S -1.92053 2.73527 -1.75942
S -0.42207 -1.61677 -0.77758
F -2.80862 -1.52314 -0.05957
F -1.39391 -2.13999 1.57441
F -1.94630 -3.57210 0.02385
O 1.00130 -2.84494 -0.26973
O -0.93008 2.76817 -2.83236
C 1.93519 -1.08433 0.96276
C 2.53606 -3.57893 1.38279
C 0.36997 0.05886 2.40237
C 2.22250 -2.45604 0.37642
C 1.88590 0.02433 0.08442
C 0.81898 0.91019 0.19709
C -2.22571 1.23132 -1.14847
C -1.46540 3.88138 -0.45071
C 3.33311 -2.41888 -0.67363
C -3.37603 3.71452 -2.30278
C -1.67023 -2.27498 0.23182
C 1.38519 -0.89127 2.24952
C -0.03472 0.81281 1.30812
H -3.41709 3.71901 -3.39801
H 4.12085 -1.72543 -0.38067
H 3.34501 -4.20615 0.98830
H -3.06050 1.19588 -0.43626
H -1.00996 1.29627 1.29935
H 3.80431 -3.40117 -0.75620
H 2.94233 -2.14396 -1.65613
H 2.58990 0.11063 -0.74549
H -2.37565 4.20996 0.07448
H -0.96790 4.73106 -0.94391
H -4.29327 3.29622 -1.88203
H 0.61703 1.64671 -0.59640
H -1.96413 0.35732 -1.73044
H -3.24013 4.74210 -1.93873
H -0.11385 0.16844 3.37183
H 1.64782 -4.18281 1.53685
H -0.78572 3.35634 0.23050
H 2.89647 -3.17003 2.33430
*
```



No. 5
A structure of composition C13H18F6FeN5SSb, computed with the ωB97M-V functional and the def2-TZVPD basis.

Values from the calculation:
Largest force on an atom: 3.72 eV/A
DFT total energy: -3281.17158 hartree

Structure (ORCA input):
```
! wB97M-V def2-TZVPD RIJCOSX def2/J DEFGRID3
* xyz 1 2
Sb 0.24497 -0.57388 -3.91568
Fe -0.18922 -0.14418 -0.87182
S -0.48611 2.15426 -0.59560
F 0.86970 -1.60848 -2.39932
F 0.96658 0.85443 -2.86366
F -0.62572 -2.09365 -4.54796
F 1.85055 -0.87240 -4.79453
F -1.27411 -0.29258 -2.69144
F -0.45113 0.59973 -5.16563
N -0.93054 0.02495 1.20184
N -1.12237 -2.02858 -0.34975
N 1.64316 -0.26237 0.00525
N -0.51578 3.35016 1.77683
N -0.78451 1.11648 1.90657
C -0.41222 4.69273 1.21075
C -2.03493 -4.50843 0.51859
C -1.24337 -3.04576 -1.19587
C 4.87581 -0.52128 -1.11056
C -0.58444 2.22577 1.08488
C 4.23454 -0.14638 0.23032
C 2.77759 -0.20292 0.14180
C -1.78033 5.30721 0.95820
C -1.45667 -1.02314 1.78762
C -2.02545 -0.97555 3.16069
C -1.95115 -3.44090 1.40316
C -1.50404 -2.21614 0.93459
C -1.69833 -4.30097 -0.80146
H -2.69493 -1.80580 3.35613
H -1.66142 6.30369 0.53522
H -2.37576 -5.47589 0.86079
H -1.20835 -0.99723 3.88759
H 5.95803 -0.49188 -1.00586
H -1.77588 -5.09022 -1.53529
H 4.58289 -1.52367 -1.41636
H -2.56171 -0.04207 3.31446
H 4.50358 0.86630 0.53395
H -2.34936 5.39807 1.88365
H -2.35105 4.70368 0.25261
H -0.97156 -2.86164 -2.22278
H 4.54490 -0.82214 1.02841
H 4.58156 0.17762 -1.89100
H -2.22986 -3.56747 2.43780
H -0.70926 3.25902 2.76601
H 0.15511 4.61255 0.28511
H 0.17058 5.28895 1.91176
*
```



No. 6
A structure of composition C13H18F6N2O8RbS3, computed with the ωB97M-V functional and the def2-TZVPD basis.

Values from the calculation:
Largest force on an atom: 1.06 eV/A
DFT total energy: -3035.39270 hartree

Structure (ORCA input):
```
! wB97M-V def2-TZVPD RIJCOSX def2/J DEFGRID3
* xyz -2 2
Rb 0.63378 0.42112 0.08006
S 3.47217 -0.96301 -0.99896
S 1.67935 4.02485 0.98033
S 1.53360 -2.98817 -1.22985
F -0.43327 -3.70126 -4.03742
F 5.48422 0.24932 -2.23887
F 0.06742 -1.58652 -4.02260
F 1.58092 -3.04889 -4.52820
F 4.71616 -1.47262 -3.28765
F 5.95908 -1.73713 -1.53942
O 0.83262 -0.36437 2.89367
O -3.02953 -1.44928 -0.82578
O -0.95046 2.75096 1.23120
O -1.95276 -0.29411 1.58359
O 0.69523 -2.26062 -0.22982
O 2.53276 -0.08359 -1.67941
O 1.60313 -4.42769 -0.97205
O 3.94207 -0.38746 0.24308
N -0.95249 3.85173 0.54035
N 3.11523 -2.44110 -0.93455
C 0.07596 5.77518 -0.38301
C -2.25838 5.41763 -0.71878
C 1.86016 -1.34383 2.93098
C -0.39913 -0.84595 3.37065
C -2.52114 -2.00487 -2.02571
C 0.21530 4.57429 0.35388
C -2.83240 -1.39826 1.55706
C -2.61051 -2.19595 0.29533
C -1.51529 0.06136 2.88396
C 4.98475 -0.98653 -2.07182
C -2.12854 4.25978 0.00340
C 0.54902 -2.81474 -3.67948
C -1.11474 6.20142 -0.91037
H -3.86812 -1.03687 1.63222
H -3.22493 5.68370 -1.12303
H 1.64082 -2.15352 2.22692
H -2.36463 0.02521 3.58234
H -2.77003 -1.32535 -2.83927
H -1.17083 1.09523 2.83024
H -2.96825 -2.98741 -2.22656
H -2.92120 3.55884 0.22246
H 2.78002 -0.85501 2.61763
H 1.96545 -1.74558 3.94814
H -1.43640 -2.11524 -1.97410
H -2.65487 -2.07448 2.40381
H -0.38280 -0.89023 4.47314
H -1.54318 -2.43379 0.22100
H -1.15531 7.12811 -1.47005
H 0.98270 6.34756 -0.51890
H -3.17339 -3.14323 0.35231
H -0.56936 -1.86958 3.00788
*
```